Record 1
This record from the Open Molecules 2025 dataset describes a molecular structure, C23H37AlBr3CaCl4F8N4O15S4Si in a non-equilibrium geometry. The level of theory is the ωB97M-V functional and the def2-TZVPD basis.

Each line ends with the Löwdin charge.
Element x y z (Å)
C (4.3352, -0.6883, 1.7686)  -0.18
C (3.8863, 0.8205, 1.9158)  -0.27
C (3.3914, 1.0337, 3.3920)  -0.20
C (1.9632, 1.6558, 3.4881)  -0.20
C (1.7676, 3.0464, 2.7563)  -0.20
C (0.3956, 3.0959, 1.9665)  -0.20
C (0.4041, 2.2281, 0.6393)  -0.19
C (-0.9972, 1.5080, 0.4668)  -0.14
C (-0.9290, 0.0449, 1.1282)  -0.25
C (-1.5550, -0.0608, 2.5474)  -0.23
Si (-0.7002, -1.5644, 3.4098)  0.84
C (-0.2500, -2.8594, 2.0340)  -0.73
O (-1.1246, -3.1862, 1.1621)  -0.29
O (0.9012, -3.4126, 1.9769)  -0.07
H (4.9187, -1.0267, 2.6691)  0.08
H (5.0510, -0.8210, 0.9045)  0.07
H (3.4545, -1.3810, 1.6030)  -0.01
H (4.8202, 1.4303, 1.7717)  0.11
H (3.1670, 1.1544, 1.1365)  0.04
H (4.1245, 1.6279, 4.0051)  0.12
H (3.3916, 0.0142, 3.8735)  0.10
H (1.1581, 0.9672, 3.1028)  0.07
H (1.7327, 1.7889, 4.5827)  0.12
H (1.6526, 3.8084, 3.5777)  0.08
H (2.6114, 3.3706, 2.1025)  0.11
H (0.1989, 4.1564, 1.6415)  0.02
H (-0.4663, 2.7978, 2.6210)  0.11
H (0.5457, 2.9177, -0.2389)  0.12
H (1.2179, 1.4550, 0.6104)  0.04
H (-1.8126, 2.1300, 0.9194)  0.12
H (-1.2415, 1.3230, -0.6170)  0.11
H (-1.4733, -0.6618, 0.4662)  0.09
H (0.1743, -0.1866, 1.2342)  0.05
H (-1.4229, 0.8445, 3.1928)  0.10
H (-2.6486, -0.2985, 2.5234)  0.08
H (0.5526, -1.0816, 4.0101)  -0.01
H (-1.6515, -2.0980, 4.3894)  -0.01
Al (-0.9964, -5.2955, 0.6441)  0.95
C (3.6252, 0.6900, -1.8391)  -0.23
C (4.2749, 0.7819, -3.1940)  -0.13
O (4.8131, 2.0974, -3.1971)  0.07
C (4.9902, 2.4673, -1.8961)  -0.54
O (5.5730, 3.4374, -1.5493)  0.19
O (4.4070, 1.5722, -1.0489)  0.05
H (3.6499, -0.3370, -1.4267)  0.02
H (2.5938, 1.0431, -1.8476)  0.11
H (5.0921, 0.0640, -3.3170)  0.13
H (3.5624, 0.6505, -4.0075)  0.11
N (0.1817, -2.3590, -3.8347)  -0.28
S (-0.9197, -1.8644, -2.7930)  0.50
O (-2.1877, -1.4985, -3.3343)  -0.23
O (-0.4564, -1.1097, -1.6779)  -0.31
F (-1.2553, -3.2648, -2.1147)  -0.20
S (0.6855, -1.2101, -4.7422)  0.50
O (1.4366, -1.6947, -5.9105)  -0.53
O (1.2350, -0.0502, -4.1326)  -0.22
F (-0.6191, -0.6572, -5.4399)  -0.16
Cl (2.1269, -0.9495, -0.2776)  0.51
C (3.9360, -5.3231, -3.2368)  0.08
N (3.1163, -4.2573, -3.8766)  -0.40
O (2.8090, -4.4091, -5.0712)  -0.07
O (2.8081, -3.3244, -3.1987)  0.13
H (4.1365, -6.0988, -3.9699)  0.10
H (4.8613, -4.8627, -2.8968)  0.12
H (3.3623, -5.7195, -2.4013)  0.10
N (-1.4670, 2.0185, -6.3801)  0.00
C (-2.5614, 2.6899, -6.8519)  -0.13
C (-2.1253, 3.6343, -7.7456)  -0.11
C (-0.7131, 3.5253, -7.8204)  -0.11
C (-0.3362, 2.5185, -6.9689)  -0.16
H (-1.4893, 1.2751, -5.7065)  0.11
H (-3.5527, 2.4394, -6.5108)  0.11
H (-2.7509, 4.3261, -8.2865)  0.09
H (-0.0487, 4.1180, -8.4294)  0.09
H (0.6360, 2.1164, -6.7298)  0.09
Ca (2.3000, -3.0583, -7.5148)  1.79
C (-5.7296, -1.5221, 2.2092)  -0.66
F (-4.5470, -2.1235, 1.9666)  0.10
F (-5.7747, -0.4323, 1.4242)  0.12
F (-6.6826, -2.3514, 1.7590)  0.13
S (-5.9516, -1.1097, 3.9775)  0.57
O (-4.8648, -0.2082, 4.2743)  -0.27
O (-5.8861, -2.3797, 4.6492)  -0.25
N (-7.3919, -0.4562, 3.8724)  -0.24
S (-7.9294, 0.0323, 5.2921)  0.59
O (-7.2422, 1.1561, 5.8694)  -0.25
O (-8.2757, -1.0088, 6.2203)  -0.25
C (-9.5349, 0.7117, 4.7447)  -0.67
F (-10.3067, -0.2242, 4.1653)  0.12
F (-9.3850, 1.6951, 3.8397)  0.12
F (-10.2339, 1.2205, 5.7636)  0.14
C (2.4869, -7.9553, 1.8966)  -1.55
Cl (2.4828, -9.6376, 1.3604)  0.53
Cl (3.4075, -7.7787, 3.3890)  0.55
Cl (3.1433, -6.9007, 0.6325)  0.48
H (1.4619, -7.6566, 2.0905)  0.00
C (0.5411, 7.8651, 2.4005)  -1.61
Br (2.0412, 6.8871, 3.1299)  0.59
Br (-0.6610, 6.7075, 1.4222)  0.60
Br (-0.3873, 8.8765, 3.7600)  0.58
H (0.9424, 8.5794, 1.6903)  -0.03

## Properties
E_HOMO in hartree: -0.3637
DFT total energy in eV: -419314.311
Net charge: +1
Energy relative to the best compared isomer or geometry (same formula, charge and spin) in eV: 0.000
Lowest unoccupied orbital energy in eV: -8.233

Record 2
This record from the Open Molecules 2025 dataset describes a molecular structure, C29H27BNO6 in a non-equilibrium geometry. The level of theory is the ωB97M-V functional and the def2-TZVPD basis.

Each line ends with the Löwdin charge.
Element x y z (Å)
C (-4.1938, -0.1935, 4.1112)  -0.04
C (-3.0650, -0.6583, 3.3603)  -0.31
C (-2.7416, -1.8092, 2.6471)  -0.01
C (-1.8944, -1.2793, 1.6079)  -0.05
C (-1.8879, 0.1496, 1.6472)  -0.25
B (1.5450, -1.4075, 4.4752)  -0.68
N (2.4860, -1.2636, 3.3182)  -0.05
C (2.3342, -1.8015, 1.9319)  0.07
C (2.9529, 0.1705, 3.2780)  0.06
C (2.3585, 0.7700, 4.5114)  -0.30
O (2.4005, 1.9083, 4.9683)  0.19
O (1.5154, -0.2123, 5.1662)  0.26
C (3.3096, -2.2914, 4.2460)  0.11
C (2.3169, -3.2927, 4.8268)  -0.31
O (2.4399, -4.4328, 5.2320)  0.22
O (1.0469, -2.6304, 4.8258)  0.29
O (-2.4512, 0.5114, 2.8223)  0.03
H (-4.8716, -0.9727, 4.4873)  0.10
H (-3.7846, 0.4632, 4.9232)  0.11
H (-4.7465, 0.4623, 3.3813)  0.12
H (-3.1602, -2.8821, 2.8221)  0.15
H (-1.0590, -1.8858, 1.1930)  0.11
H (3.3051, -1.8230, 1.3778)  0.14
H (1.8753, -2.7975, 1.9397)  0.13
H (1.6369, -1.1058, 1.4234)  0.10
H (4.0440, 0.2866, 3.2092)  0.18
H (2.5223, 0.5940, 2.3515)  0.14
H (3.9548, -2.8327, 3.5478)  0.17
H (3.9270, -1.8065, 5.0360)  0.19
C (4.2601, 1.6961, -5.9406)  -0.09
C (3.5099, 2.3761, -4.9673)  -0.08
C (2.6975, 1.6610, -4.0757)  -0.03
C (2.6192, 0.2661, -4.2311)  -0.25
O (1.8117, -0.5618, -3.4736)  0.01
C (1.2116, -0.0854, -2.3210)  -0.24
C (-0.0324, -0.6445, -2.0574)  0.03
C (-0.6096, -0.3174, -0.8574)  -0.05
C (-0.0328, 0.5867, 0.0355)  -0.19
C (-1.0276, 1.1442, 1.1019)  -0.11
C (-0.4051, 2.4202, 2.0144)  -0.11
C (-0.3436, 2.5905, 3.4138)  -0.06
C (-0.2238, 3.8915, 3.9548)  -0.08
C (0.0052, 5.0042, 3.1444)  -0.08
C (0.2336, 4.7905, 1.7854)  -0.07
C (0.0410, 3.5144, 1.2415)  -0.08
C (1.2674, 1.0564, -0.1935)  -0.07
C (1.9488, 0.5999, -1.3301)  -0.01
C (3.3034, -0.4206, -5.2447)  -0.01
C (4.1141, 0.3056, -6.1115)  -0.08
H (4.9077, 2.2593, -6.6193)  0.10
H (3.5831, 3.4639, -4.8632)  0.11
H (2.1170, 2.1837, -3.3070)  0.11
H (-0.5478, -1.3126, -2.7576)  0.14
H (-1.5615, -0.7609, -0.6361)  0.10
H (-1.7352, 1.7853, 0.4382)  0.19
H (-0.3716, 1.7589, 4.1258)  0.10
H (-0.3183, 3.9936, 5.0378)  0.11
H (0.0063, 6.0006, 3.5989)  0.11
H (0.4753, 5.6275, 1.1387)  0.11
H (0.1807, 3.4483, 0.1581)  0.12
H (1.7222, 1.7377, 0.5489)  0.11
H (2.9860, 0.8872, -1.5372)  0.13
H (3.1347, -1.4980, -5.3419)  0.12
H (4.6581, -0.2327, -6.8962)  0.11

## Properties
E_HOMO in hartree: -0.3815
DFT total energy in eV: -44953.806
Net charge: +1
Energy relative to the best compared isomer or geometry (same formula, charge and spin) in eV: 1.765
Lowest unoccupied orbital energy in eV: -3.558

Record 3
This record from the Open Molecules 2025 dataset describes 2 unconnected molecules or ions with the total composition C6H9BrN2O in a non-equilibrium geometry. The level of theory is the ωB97M-V functional and the def2-TZVPD basis.

Each line ends with the Löwdin charge.
Element x y z (Å)
C (0.6220, 2.2189, 0.5699)  -0.16
C (1.0419, -1.9283, 0.3783)  -0.10
C (0.5689, -1.2356, 1.6587)  -0.18
C (-0.3507, -1.2556, 0.5311)  -0.11
C (-0.4447, 0.6460, -0.5031)  -0.48
C (-1.6663, 0.3781, -1.2665)  -0.50
N (-0.5182, 1.6192, 0.5365)  0.12
N (0.7060, 0.9130, -1.2835)  0.09
O (1.4011, 1.8273, -0.4488)  -0.05
Br (-2.1434, 2.0230, -2.3013)  0.57
H (0.9787, 3.1230, 1.1433)  0.16
H (1.8371, -1.5661, -0.1965)  0.05
H (1.1230, -3.0279, 0.4352)  0.09
H (0.0851, -1.8734, 2.2583)  0.05
H (0.8916, -0.2588, 2.0756)  0.11
H (-1.3222, -1.7061, 0.7213)  0.10
H (-2.5910, 0.2414, -0.7003)  0.06
H (-1.5767, -0.3572, -2.0353)  0.05
H (1.3579, 0.2191, -1.5728)  0.13

## Properties
E_HOMO in hartree: -0.2961
DFT total energy in eV: -81432.557
Net charge: 0
Energy relative to the best compared isomer or geometry (same formula, charge and spin) in eV: 5.199
Lowest unoccupied orbital energy in eV: 0.821

Record 4
This record from the Open Molecules 2025 dataset describes a single C3H9N molecule in a non-equilibrium geometry. The level of theory is the ωB97M-V functional and the def2-TZVPD basis.

Each line ends with the Löwdin charge.
Element x y z (Å)
C (-1.7740, 0.1161, 0.0497)  -0.14
C (-0.3547, -0.5890, -0.2073)  -0.27
C (0.8053, 0.4469, -0.0712)  -0.33
N (2.0877, -0.2440, -0.0611)  -0.03
H (-2.6416, -0.4805, -0.4871)  0.08
H (-1.7928, 1.2593, -0.3195)  0.09
H (-1.9375, -0.0136, 1.2323)  0.09
H (-0.3807, -1.1003, -1.1554)  0.08
H (-0.2950, -1.3791, 0.5210)  0.08
H (0.5928, 1.0485, 0.7652)  0.08
H (0.7171, 1.1342, -0.9701)  0.13
H (2.2603, -0.7759, 0.8023)  0.07
H (2.7130, 0.5776, -0.0988)  0.07

## Properties
E_HOMO in hartree: -0.3480
DFT total energy in eV: -4746.092
Net charge: 0
SMILES: CCCN
Energy relative to the best compared isomer or geometry (same formula, charge and spin) in eV: 1.017
Lowest unoccupied orbital energy in eV: 1.163

Record 5
This record from the Open Molecules 2025 dataset describes a molecular structure, C6H9BFIO5S. The level of theory is the ωB97M-V functional and the def2-TZVPD basis.

Each line ends with the Löwdin charge.
Element x y z (Å)
C (2.9361, 0.2020, -0.5572)  -0.06
C (2.0949, -0.8700, 0.1175)  -0.24
O (1.1741, -1.4925, -0.7733)  0.04
B (0.0239, -0.8467, -1.1887)  -0.84
O (-0.0544, -0.3224, -2.4372)  0.20
C (-1.3124, -0.8566, -0.3127)  -0.55
I (-2.0795, -2.8459, -0.5671)  1.13
C (-2.3893, 0.0969, -0.8468)  -0.53
O (-2.8905, 0.1477, -1.9257)  0.16
O (-2.6962, 1.0122, 0.1402)  0.05
C (-1.6266, 1.0148, 1.0819)  -0.77
O (-1.9919, 1.5021, 2.3091)  0.05
S (-0.3379, 2.0579, 0.2615)  0.94
C (-1.2565, -0.4596, 1.1595)  -0.29
F (-2.3166, -1.0595, 1.8558)  -0.03
H (3.8373, 0.3726, 0.0350)  0.08
H (2.4032, 1.1533, -0.6325)  0.05
H (3.2257, -0.1009, -1.5630)  0.09
H (2.7494, -1.6596, 0.4893)  0.12
H (1.5849, -0.4487, 0.9884)  0.10
H (0.7966, -0.4023, -2.8872)  0.13
H (-2.0497, 2.4640, 2.2439)  0.11
H (0.5566, 2.0545, 1.2580)  -0.09
H (-0.3813, -0.7134, 1.7514)  0.16

## Properties
E_HOMO in hartree: -0.3544
DFT total energy in eV: -38937.555
Net charge: 0
Lowest unoccupied orbital energy in eV: -0.086

Record 6
This record from the Open Molecules 2025 dataset describes a molecular structure, C12H28BaF6N3O13S2 in a non-equilibrium geometry. The level of theory is the ωB97M-V functional and the def2-TZVPD basis.

Each line ends with the Löwdin charge.
Element x y z (Å)
Ba (0.6673, 1.1733, -0.1678)  2.04
N (0.7539, 4.7053, -2.0518)  -0.62
O (0.3423, 3.7983, -1.2427)  -0.25
O (-0.0928, 5.3923, -2.6579)  -0.05
O (1.9637, 4.8396, -2.2524)  -0.01
C (1.3289, -1.5644, 4.3933)  -0.66
F (1.3788, -0.7298, 5.4254)  0.13
F (1.9390, -2.7063, 4.7270)  0.13
F (0.0356, -1.8687, 4.1728)  0.10
S (2.1492, -0.8561, 2.8783)  0.48
O (2.4370, -2.0477, 2.1189)  -0.30
O (1.1702, 0.0148, 2.2129)  -0.52
O (3.2723, -0.1621, 3.4103)  -0.25
C (4.9093, -0.9076, -0.8218)  -0.66
F (3.9838, -1.2053, -1.7554)  0.09
F (4.8885, -1.8545, 0.0958)  0.15
F (6.1038, -0.9466, -1.4528)  0.11
S (4.6570, 0.7731, -0.0976)  0.46
O (5.4964, 0.7517, 1.0576)  -0.28
O (5.0333, 1.6438, -1.1707)  -0.29
O (3.2122, 0.7897, 0.1928)  -0.56
C (-1.1790, -2.1786, -0.7553)  -0.06
C (0.2242, -2.4812, -1.2174)  -0.39
C (0.3820, -2.6904, -2.6929)  -0.20
O (1.7168, -3.1046, -2.9246)  -0.18
C (2.2635, -2.6629, -4.1352)  -0.11
N (1.2218, -1.4745, -0.6644)  -0.05
H (-1.9157, -2.8694, -1.1887)  0.08
H (-1.5426, -1.1849, -1.0366)  0.05
H (-1.2949, -2.2644, 0.3268)  0.08
H (0.4914, -3.4142, -0.7026)  0.15
H (0.1022, -1.8492, -3.3382)  0.11
H (-0.3244, -3.4949, -2.9626)  0.14
H (2.3896, -1.5710, -4.1572)  0.09
H (1.5874, -2.9338, -4.9552)  0.09
H (3.2520, -3.0960, -4.2335)  0.09
H (2.0031, -1.7761, -1.2611)  0.06
H (1.5521, -1.7563, 0.2627)  0.04
C (-1.8535, 0.7907, 4.3427)  -0.04
C (-1.9642, 0.7564, 2.8276)  -0.41
C (-3.3677, 1.1157, 2.3897)  -0.19
O (-3.7023, 0.4228, 1.1836)  -0.21
C (-4.9149, 0.8649, 0.6220)  -0.11
N (-1.0140, 1.6862, 2.1760)  -0.04
H (-0.8489, 0.4027, 4.5730)  0.06
H (-2.5322, 0.1328, 4.8764)  0.09
H (-1.7356, 1.8118, 4.7113)  0.09
H (-1.7966, -0.2264, 2.3836)  0.14
H (-3.5478, 2.1959, 2.2966)  0.13
H (-4.0995, 0.7947, 3.1534)  0.13
H (-5.7462, 0.2892, 1.0547)  0.09
H (-4.8842, 0.6912, -0.4525)  0.08
H (-5.1550, 1.9191, 0.7976)  0.10
H (-1.0958, 2.6317, 2.5536)  0.09
H (-0.1004, 1.4105, 2.5682)  0.02
C (-2.5226, 1.6461, -2.0495)  -0.25
C (-1.3487, 1.6091, -3.0088)  -0.22
O (-0.5085, 0.5253, -2.6355)  -0.19
O (-2.0308, 1.5884, -0.7396)  -0.20
H (-3.1549, 0.7681, -2.2594)  0.12
H (-3.1522, 2.5167, -2.2605)  0.13
H (-0.8412, 2.5763, -3.0335)  0.11
H (-1.7862, 1.4370, -3.9997)  0.13
H (-0.1591, 0.0363, -3.3809)  0.08
H (-2.6959, 1.3762, -0.0681)  0.04

## Properties
E_HOMO in hartree: -0.2200
DFT total energy in eV: -82657.173
Net charge: -1
Energy relative to the best compared isomer or geometry (same formula, charge and spin) in eV: 1.084
Lowest unoccupied orbital energy in eV: 1.706